Run P
C2H3ClN2O | wB97M-V/def2-TZVPD

LUMO energy: 0.756 eV
Structure (SMILES): C#[N+][O-].[H]/N=C\Cl
Total charge: 0
Frontier orbital gap: 10.68 eV

Cartesian coordinates (Å):
C: -0.720 -1.142 -0.449
N: -0.533 -1.025 -1.584
O: -0.054 -0.957 -2.652
H: -1.207 -1.110 0.442
H: 0.993 0.462 2.341
N: 0.167 0.478 1.719
C: 0.282 0.908 0.544
Cl: 1.747 1.476 -0.289
H: -0.674 0.910 -0.072

=====

Run Q
C2H3ClN2O | wB97M-V/def2-TZVPD

LUMO energy: -0.239 eV
Structure (SMILES): [H]/N=C(\Cl)CN=O
Total charge: 0
Frontier orbital gap: 9.30 eV

Cartesian coordinates (Å):
H: -1.575 1.593 -1.309
N: -0.788 1.268 -0.762
C: -0.843 0.213 -0.132
Cl: -2.210 -0.820 -0.151
C: 0.545 -0.318 0.613
N: 1.570 -0.031 -0.398
O: 2.317 -0.962 -0.461
H: 0.374 -1.385 1.060
H: 0.609 0.443 1.540

=====

It turns out run Q is the most stable, with the second structure 0.0233 hartree higher.